{
  "formula": "C5H8N2O2",
  "method": "the ωB97M-V functional and the def2-TZVPD basis",
  "symbols": ["C", "C", "C", "C", "C", "N", "N", "O", "O", "H", "H", "H", "H", "H", "H", "H", "H"],
  "positions_angstrom": [[0.235, -2.144, 1.222], [-0.786, -0.526, -0.542], [0.447, -0.786, 1.734], [0.963, 0.233, 0.792], [0.334, 1.578, -1.224], [0.107, 0.376, -0.344], [-1.764, -0.382, -1.588], [-1.399, -0.939, -2.621], [-2.818, 0.217, -1.333], [-0.356, -2.649, 1.900], [-0.338, -0.472, 2.447], [1.269, -1.259, 2.491], [0.978, 1.270, 1.232], [1.979, 0.081, 0.401], [0.299, 1.114, -2.333], [-0.491, 2.293, -1.234], [1.340, 1.996, -1.000]],
  "gap_ev": 8.193,
  "total_charge": 0,
  "e_lumo_ha": -0.0002,
  "de_lowest_ev": 10.494
}